Record 1
The following is a quantum chemistry calculation of C3H5NO2 in the gas phase, from the Open Molecules 2025 dataset.

Atoms and positions in Å:
C: -0.25 0.51 1.64
N: -0.01 -0.46 0.58
C: 0.19 0.04 -0.66
O: 0.32 1.24 -0.88
C: 0.23 -0.66 -2.02
O: -0.72 -1.12 -2.60
H: -0.44 1.46 1.13
H: -1.13 0.23 2.22
H: 0.61 0.65 2.31
H: 0.02 -1.44 0.80
H: 1.19 -0.43 -2.51

Output
SMILES = CNC(=O)C=O
HOMO = -9.808 eV
HOMO-LUMO gap = 0.3846 Eh
Energy above the lowest of the compared OMol25 structures with the same formula, charge and spin = 122.17 kJ/mol

These are the Löwdin partial charges, in e, on atoms 1 to 2:
1 C -0.065
2 N 0.031

Record 2
The following is a quantum chemistry calculation of 2 unconnected molecules or ions with the total composition C9H15BrCl3I2OPS, from the Open Molecules 2025 dataset.

Atoms and positions in Å:
C: -4.99 -0.24 1.93
C: -4.57 -0.83 0.52
S: -3.30 0.27 -0.22
C: -2.34 -0.82 -1.34
P: -0.54 -0.12 -1.56
C: 0.20 -1.84 -1.72
C: 0.23 -2.70 -0.43
O: 0.82 -3.71 -0.47
Br: -0.68 -2.27 1.25
C: 1.15 0.75 -1.93
I: 1.48 1.21 -4.02
C: 2.07 1.07 -1.01
C: 3.41 1.78 -1.31
I: 1.81 0.57 1.08
H: -6.10 -0.09 1.97
H: -4.63 -0.90 2.73
H: -4.56 0.78 2.00
H: -4.10 -1.83 0.63
H: -5.49 -0.90 -0.10
H: -2.82 -0.80 -2.34
H: -2.35 -1.89 -1.01
H: -0.75 0.62 -0.35
H: -1.02 0.49 -2.77
H: -0.31 -2.38 -2.54
H: 1.26 -1.69 -2.03
H: 4.25 1.22 -0.84
H: 3.65 1.88 -2.38
H: 3.38 2.76 -0.78
C: 4.88 1.85 3.39
Cl: 4.20 3.48 3.45
Cl: 5.98 1.69 2.02
Cl: 5.71 1.46 4.90
H: 4.07 1.14 3.26

Output
SMILES = CCSC[PH2](CC(=O)Br)/C(I)=C(/C)I.ClC(Cl)Cl
HOMO = -8.513 eV
HOMO-LUMO gap = 0.2962 Eh
Energy above the lowest of the compared OMol25 structures with the same formula, charge and spin = 54.13 kJ/mol

These are the Löwdin partial charges, in e, on atoms 1 to 2:
1 C -0.168
2 C -0.533

Record 3
The following is a quantum chemistry calculation of 2 unconnected molecules or ions with the total composition C6H3BrN4, from the Open Molecules 2025 dataset.

Atoms and positions in Å:
C: -1.81 -0.30 0.55
C: -1.71 0.86 -1.63
C: 0.95 0.78 1.25
C: -0.23 -1.00 -1.01
C: -1.17 -0.05 -0.69
C: 1.50 0.61 0.10
N: -2.33 -0.54 1.53
N: -1.98 1.69 -2.39
N: 0.55 1.11 2.33
N: 0.38 -2.03 -1.15
Br: 3.25 -0.44 0.11
H: -0.12 0.64 3.01
H: 1.43 0.92 -0.97
H: 1.28 -2.24 -1.02

Output
SMILES = N#CC(=C=N)C#N.N=C=CBr
HOMO = -9.192 eV
HOMO-LUMO gap = 0.3065 Eh
Energy above the lowest of the compared OMol25 structures with the same formula, charge and spin = 255.15 kJ/mol

These are the Löwdin partial charges, in e, on atoms 1 to 2:
1 C -0.227
2 C -0.197

Record 4
The following is a quantum chemistry calculation of C4H9NO2S in the gas phase, from the Open Molecules 2025 dataset.

Atoms and positions in Å:
C: 2.05 -0.47 -0.31
C: 1.22 0.52 -0.15
C: 3.51 -0.46 -0.15
C: -3.33 0.67 0.53
N: -2.68 -0.08 -0.51
O: -1.07 -1.36 0.88
O: -0.10 0.64 -0.32
S: -1.15 -0.78 -0.42
H: 1.58 -1.46 -0.54
H: 1.58 1.43 0.19
H: 3.89 -0.57 -1.09
H: 3.90 -1.24 0.52
H: 3.77 0.46 0.29
H: -4.48 0.74 0.45
H: -3.05 0.00 1.33
H: -3.01 1.71 0.74
H: -2.63 0.26 -1.44

Output
HOMO = -8.764 eV
HOMO-LUMO gap = 0.3495 Eh
Energy above the lowest of the compared OMol25 structures with the same formula, charge and spin = 311.68 kJ/mol

These are the Löwdin partial charges, in e, on atoms 1 to 2:
1 C -0.172
2 C -0.274

Record 5
The following is a quantum chemistry calculation of a molecular structure, C41H55AgBN7OP2S2Si2, from the Open Molecules 2025 dataset.

Atoms and positions in Å:
Ag: 0.17 1.05 -0.14
C: -2.58 -2.47 -3.45
Si: -2.31 -0.69 -2.84
C: -3.99 0.15 -2.94
C: -1.24 0.12 -4.15
N: -1.65 -0.45 -1.31
P: -1.43 -1.34 0.01
C: -0.93 -0.51 1.38
P: 0.56 -0.57 2.16
N: 1.63 0.57 1.82
Si: 2.67 1.51 2.74
C: 3.97 0.53 3.72
C: 1.80 2.63 3.98
C: 3.61 2.63 1.56
C: 1.48 -2.17 2.10
C: 2.52 -2.30 1.17
C: 3.24 -3.48 1.07
C: 2.95 -4.55 1.91
C: 1.92 -4.43 2.83
C: 1.18 -3.26 2.90
C: 0.19 -0.44 3.99
C: 1.07 -0.85 4.99
C: 0.80 -0.62 6.33
C: -0.36 0.05 6.70
C: -1.24 0.48 5.72
C: -0.97 0.24 4.38
C: -3.12 -2.05 0.40
C: -3.89 -1.39 1.36
C: -5.20 -1.78 1.62
C: -5.76 -2.85 0.94
C: -5.00 -3.53 0.00
C: -3.69 -3.14 -0.26
C: -0.49 -2.86 -0.48
C: 0.33 -2.81 -1.60
C: 1.06 -3.92 -2.00
C: 0.97 -5.10 -1.27
C: 0.17 -5.16 -0.14
C: -0.55 -4.04 0.26
H: -2.30 -2.54 -4.51
H: -3.64 -2.76 -3.36
H: -1.99 -3.20 -2.90
H: -4.45 0.04 -3.93
H: -3.87 1.22 -2.74
H: -4.67 -0.27 -2.19
H: -1.84 0.37 -5.04
H: -0.42 -0.52 -4.47
H: -0.80 1.04 -3.75
H: 3.70 0.47 4.78
H: 4.96 1.01 3.65
H: 4.06 -0.49 3.33
H: 1.38 2.05 4.81
H: 0.97 3.14 3.48
H: 2.48 3.38 4.39
H: 4.47 2.12 1.11
H: 3.99 3.54 2.06
H: 2.94 2.95 0.75
H: 2.74 -1.45 0.52
H: 4.02 -3.57 0.33
H: 3.52 -5.47 1.85
H: 1.67 -5.27 3.48
H: 0.35 -3.18 3.60
H: 2.00 -1.34 4.71
H: 1.50 -0.96 7.09
H: -0.57 0.23 7.75
H: -2.14 1.02 6.00
H: -1.65 0.55 3.59
H: -3.42 -0.57 1.90
H: -5.78 -1.24 2.36
H: -6.78 -3.16 1.15
H: -5.43 -4.38 -0.53
H: -3.12 -3.68 -1.00
H: 0.39 -1.88 -2.16
H: 1.70 -3.87 -2.87
H: 1.54 -5.98 -1.58
H: 0.11 -6.07 0.44
H: -1.17 -4.08 1.15
C: -2.09 3.28 -6.06
N: -0.86 3.32 -5.31
C: 0.35 2.79 -5.73
C: 1.20 2.93 -4.70
N: 0.53 3.53 -3.65
B: 1.14 3.80 -2.21
N: 2.58 3.17 -2.16
C: 3.73 3.92 -2.04
C: 4.76 3.09 -1.80
N: 4.23 1.80 -1.80
C: 4.95 0.60 -1.43
C: 2.89 1.86 -2.02
S: 1.85 0.52 -2.14
C: -0.75 3.77 -4.02
S: -1.97 4.53 -3.12
H: -1.90 3.54 -7.10
H: -2.77 4.00 -5.61
H: -2.55 2.29 -6.01
H: 0.47 2.35 -6.70
H: 2.23 2.63 -4.61
H: 1.29 5.00 -2.04
H: 0.43 3.30 -1.38
H: 3.70 4.99 -2.11
H: 5.81 3.28 -1.64
H: 6.00 0.74 -1.64
H: 4.55 -0.24 -2.00
H: 4.81 0.38 -0.36
C: -3.35 3.37 2.00
C: -2.39 2.68 1.05
N: -2.95 1.88 0.12
O: -1.19 2.88 1.14
H: -4.27 2.79 2.14
H: -3.61 4.35 1.59
H: -2.85 3.51 2.95
H: -3.94 1.70 0.14
H: -2.38 1.26 -0.45

Output
Charge = -2
HOMO = -1.327 eV
HOMO-LUMO gap = 0.2072 Eh

These are the Löwdin partial charges, in e, on atoms 1 to 2:
1 Ag 0.567
2 C -0.181

Record 6
The following is a quantum chemistry calculation of 3 unconnected molecules or ions with the total composition C4H14NO2, from the Open Molecules 2025 dataset.

Atoms and positions in Å:
C: 1.31 -0.81 0.38
C: 0.98 -0.57 1.84
C: 0.86 -1.83 2.65
C: 0.25 -2.01 3.80
N: -0.04 -1.19 -0.35
H: 1.62 0.07 -0.17
H: 1.92 -1.66 0.09
H: 1.71 0.16 2.20
H: 0.10 0.05 1.88
H: 1.27 -2.67 2.11
H: 0.04 -3.03 4.11
H: -0.35 -1.31 4.38
H: -0.83 -0.96 0.23
H: -0.10 -0.59 -1.19
H: -0.07 -2.18 -0.59
H: -3.22 4.49 -3.15
H: -1.74 5.00 -3.30
O: -2.39 4.37 -3.61
H: -0.22 -0.06 -3.27
H: -0.84 1.17 -2.46
O: -0.03 0.70 -2.71

Output
Charge = +1
HOMO = -13.568 eV
HOMO-LUMO gap = 0.3727 Eh
Energy above the lowest of the compared OMol25 structures with the same formula, charge and spin = 198.28 kJ/mol

These are the Löwdin partial charges, in e, on atoms 1 to 2:
1 C -0.091
2 C -0.199